DFT (ωB97M-V/def2-TZVPD) results for a molecular structure, C23H26AsAuBrN3O3 in a non-equilibrium geometry.

Structure (XYZ):
```
58
Properties=species:S:1:pos:R:3
Au 0.107 0.117 -0.107
C 6.123 -4.559 -0.136
O 5.149 -3.690 -0.737
C 4.085 -3.332 -0.030
C 3.836 -3.737 1.290
C 2.700 -3.294 1.911
C 1.765 -2.445 1.279
C 0.654 -1.942 2.016
C 0.147 -2.579 3.271
O 0.008 -0.907 1.683
C 2.015 -2.088 -0.073
O 1.123 -1.468 -0.872
C 3.177 -2.497 -0.689
H 6.889 -4.699 -0.890
H 5.672 -5.518 0.117
H 6.556 -4.093 0.748
H 4.522 -4.378 1.821
H 2.549 -3.583 2.941
H 0.725 -3.429 3.609
H -0.873 -2.911 3.069
H 0.088 -1.825 4.056
H 3.354 -2.234 -1.723
Br -2.574 -4.724 -2.478
C -2.862 -3.030 -1.740
C -4.140 -2.521 -1.584
C -4.277 -1.259 -1.029
C -3.144 -0.559 -0.663
N -1.907 -1.051 -0.819
C -1.772 -2.274 -1.344
H -5.004 -3.097 -1.885
H -5.255 -0.821 -0.880
H -3.228 0.428 -0.225
H -0.764 -2.657 -1.440
N -3.485 4.743 2.400
C -2.454 4.261 2.251
C -1.175 3.641 2.030
C -0.012 4.104 2.637
C 1.181 3.455 2.370
C 1.184 2.370 1.519
N 0.057 1.926 0.935
C -1.103 2.547 1.184
H -0.050 4.955 3.305
H 2.108 3.784 2.817
H 2.094 1.832 1.293
H -1.991 2.172 0.698
C -0.259 2.515 -2.797
As 0.633 0.893 -2.300
C 0.192 -0.427 -3.604
C 2.512 1.238 -2.403
H 0.084 2.784 -3.796
H -0.005 3.308 -2.097
H -1.336 2.359 -2.809
H 0.609 -0.067 -4.546
H -0.888 -0.523 -3.684
H 0.644 -1.376 -3.328
H 2.773 1.332 -3.456
H 3.057 0.409 -1.956
H 2.740 2.167 -1.884
```

Frontier orbital gap: 6.685 eV
Total charge: +2
HOMO level: -0.52072 Ha

***

DFT (ωB97M-V/def2-TZVPD) results for a molecular structure, C23H26AuBGeN5 in a non-equilibrium geometry.

Structure (XYZ):
```
57
Properties=species:S:1:pos:R:3
Au -10.609 -14.687 -5.179
B -16.323 -15.414 -4.418
N -16.227 -14.282 -5.252
C -16.586 -13.256 -6.126
C -17.771 -13.528 -6.832
C -18.258 -14.657 -6.355
N -17.316 -15.172 -5.495
N -15.414 -16.099 -3.671
C -15.372 -17.404 -3.296
C -14.277 -17.604 -2.531
C -13.654 -16.330 -2.477
N -14.287 -15.431 -3.173
H -19.228 -16.696 1.026
H -19.019 -16.120 1.330
H -15.909 -12.427 -6.241
H -18.312 -12.872 -7.592
H -19.174 -15.171 -6.551
H -16.228 -18.198 -3.599
H -13.946 -18.396 -1.923
H -12.666 -16.203 -1.975
N -12.076 -14.101 -6.560
H -12.651 -13.478 -5.957
H -12.600 -14.890 -6.891
H -11.803 -13.560 -7.341
C -9.687 -17.427 -3.139
Ge -9.601 -15.540 -3.020
C -10.221 -14.731 -1.331
C -9.710 -15.380 -0.169
C -10.161 -15.031 1.102
C -10.926 -13.850 1.289
C -11.370 -13.142 0.179
C -11.077 -13.659 -1.115
C -8.364 -14.567 -4.278
C -7.774 -15.363 -5.203
C -6.775 -14.787 -5.925
C -6.280 -13.507 -5.816
C -7.086 -12.594 -5.062
C -6.701 -11.226 -5.019
C -7.406 -10.356 -4.201
C -8.447 -10.781 -3.421
C -8.852 -12.118 -3.451
C -8.130 -13.114 -4.219
H -8.980 -18.047 -2.655
H -9.715 -17.678 -4.188
H -10.627 -17.786 -2.690
H -9.074 -16.243 -0.310
H -10.039 -15.582 2.016
H -11.151 -13.598 2.309
H -11.958 -12.240 0.305
H -11.526 -13.122 -1.943
H -7.962 -16.417 -5.281
H -6.073 -15.503 -6.386
H -5.397 -13.276 -6.485
H -5.851 -10.966 -5.602
H -7.255 -9.224 -4.179
H -8.972 -10.015 -2.845
H -9.635 -12.531 -2.824
```

Relative energy (zero: lowest compared OMol25 entry of this formula, charge and spin): 61.0 kcal per mole
Frontier orbital gap (alpha / beta): 3.546 / 6.202 eV
Multiplicity: 4
Total charge: +2
HOMO level (alpha / beta): -0.35643 / -0.50507 Ha

***

DFT (ωB97M-V/def2-TZVPD) results for 3 unconnected molecules or ions with the total composition C23H26BO8 in a non-equilibrium geometry.

Structure (XYZ):
```
58
Properties=species:S:1:pos:R:3
C 5.449 0.268 0.874
C 4.109 0.943 0.677
C 3.944 2.298 0.519
C 2.550 2.559 0.100
C 1.934 1.462 -0.457
B 1.819 -0.602 3.940
O 2.420 -1.347 4.885
C 1.095 -1.701 5.406
C -0.262 -1.193 4.473
C -1.564 -1.786 4.849
C 0.122 -1.679 3.020
O 1.436 -1.150 2.707
C -0.166 0.447 4.537
O 1.215 0.659 4.123
O 2.859 0.411 0.427
H 6.249 1.036 0.829
H 5.438 -0.162 1.874
H 5.747 -0.513 0.154
H 4.748 3.027 0.651
H 2.163 3.540 0.390
H 1.226 -2.794 5.413
H 1.254 -1.199 6.377
H -2.203 -2.263 4.075
H -1.401 -2.358 5.782
H -2.209 -1.062 5.267
H 0.065 -2.790 2.876
H -0.590 -1.277 2.277
H -0.883 1.036 3.881
H -0.222 0.869 5.569
C -5.487 2.742 1.377
C -4.189 3.529 1.357
C -4.508 5.077 1.377
O -3.323 3.043 2.409
C -2.897 1.749 2.121
O -3.503 0.756 2.487
C -1.769 1.761 1.070
C -0.956 0.631 0.624
C -1.751 -0.439 -0.212
C -3.026 0.068 -0.361
C -3.918 -0.199 -1.369
C -3.674 -1.276 -2.184
C -2.726 -2.202 -1.699
C -1.731 -1.793 -0.781
C -2.224 2.638 -0.021
O -1.835 2.568 -1.158
O -3.390 3.404 0.147
H -5.275 1.686 1.543
H -6.169 3.057 2.192
H -5.976 2.855 0.412
H -3.585 5.670 1.278
H -5.057 5.305 0.458
H -5.112 5.490 2.209
H -0.020 0.347 1.285
H -3.419 0.731 0.382
H -4.722 0.505 -1.484
H -4.228 -1.423 -3.099
H -2.744 -3.247 -2.059
H -1.017 -2.537 -0.379
```

Relative energy (zero: lowest compared OMol25 entry of this formula, charge and spin): 118.4 kcal per mole
Frontier orbital gap: 4.488 eV
Total charge: -1
HOMO level: -0.12418 Ha

***

DFT (ωB97M-V/def2-TZVPD) results for a molecular structure, C23H26Cl2MgN3O2Si2.

Structure (XYZ):
```
59
Properties=species:S:1:pos:R:3
Mg 0.576 0.319 0.378
O 2.075 3.763 1.773
C 2.228 2.643 1.333
N 1.580 1.497 1.739
C 1.148 1.363 3.022
O 1.418 2.041 3.996
C 0.313 0.105 3.232
C -0.303 -0.109 4.455
C -0.992 -1.291 4.659
C -1.017 -2.236 3.643
C -0.395 -1.935 2.447
N 0.235 -0.779 2.231
C 3.186 2.464 0.161
C 3.803 3.586 -0.376
C 4.695 3.422 -1.420
C 4.949 2.139 -1.882
C 4.276 1.082 -1.292
N 3.405 1.236 -0.298
H -0.220 0.658 5.213
H -1.493 -1.483 5.601
H -1.525 -3.182 3.772
H -0.407 -2.629 1.614
H 3.565 4.557 0.036
H 5.181 4.276 -1.872
H 5.642 1.961 -2.694
H 4.430 0.064 -1.635
C -3.327 -0.751 1.014
Si -2.011 0.008 -0.187
C -3.049 1.314 -1.141
C -1.892 -1.389 -1.531
C -3.090 -1.989 -1.955
C -3.127 -2.960 -2.944
C -1.940 -3.372 -3.541
C -0.743 -2.805 -3.128
C -0.684 -1.814 -2.132
Si 1.052 -1.090 -1.693
C 1.618 -0.421 -3.406
C 2.116 -2.678 -1.436
H -4.354 -0.614 0.655
H -3.269 -0.317 2.020
H -3.157 -1.828 1.124
H -4.028 0.917 -1.439
H -2.520 1.618 -2.050
H -3.219 2.219 -0.544
H -4.029 -1.681 -1.499
H -4.074 -3.388 -3.257
H -1.950 -4.124 -4.324
H 0.181 -3.139 -3.597
H 2.084 -1.199 -4.022
H 2.337 0.400 -3.312
H 0.750 -0.037 -3.951
H 2.515 -3.091 -2.370
H 1.512 -3.458 -0.959
H 2.963 -2.474 -0.771
Cl -1.172 3.364 1.739
C -2.719 2.877 2.421
Cl -2.744 3.004 4.194
H -2.890 1.841 2.153
H -3.490 3.526 2.031
```

Relative energy (zero: lowest compared OMol25 entry of this formula, charge and spin): 14.8 kcal per mole
Frontier orbital gap: 5.928 eV
Total charge: -1
HOMO level: -0.12289 Ha

***

DFT (ωB97M-V/def2-TZVPD) results for a molecular structure, C23H26Cl5N2O5SiZr in a non-equilibrium geometry.

Structure (XYZ):
```
63
Properties=species:S:1:pos:R:3
Zr 0.487 0.116 0.692
C -0.369 3.482 3.108
C 0.873 2.788 2.662
C 2.162 3.533 2.865
O 0.838 2.449 1.257
C 0.801 1.454 3.371
O 1.296 1.433 4.479
O 0.311 0.448 2.711
H -0.638 4.456 2.706
H -0.289 3.610 4.194
H -1.275 2.779 3.005
H 2.219 4.455 2.253
H 3.043 2.971 2.608
H 2.289 3.879 3.894
H 0.759 3.223 0.734
C 4.944 -0.529 1.352
C 3.517 -1.067 1.219
O 2.560 -0.257 1.173
N 3.233 -2.379 1.247
C 1.937 -2.937 1.019
C 1.436 -2.797 -0.402
C 1.786 -3.890 -1.227
C 1.389 -3.884 -2.603
C 0.693 -2.757 -2.992
C 0.534 -1.660 -2.160
N 0.908 -1.647 -0.858
H 5.374 -0.711 2.360
H 4.891 0.558 1.361
H 5.587 -0.882 0.585
H 4.058 -3.002 1.414
H 1.240 -2.470 1.722
H 1.878 -4.050 1.285
H 2.282 -4.822 -0.831
H 1.655 -4.561 -3.373
H 0.212 -2.696 -3.960
H 0.147 -0.783 -2.568
Cl -1.528 6.300 -2.904
C -1.042 4.685 -2.385
C -1.627 4.027 -1.355
Cl -2.962 4.830 -0.539
C -1.239 2.780 -0.928
Cl -2.114 1.779 0.155
C -0.080 2.243 -1.432
O 0.313 1.020 -1.069
C 0.490 2.873 -2.550
Cl 1.841 2.131 -3.241
C 0.042 4.116 -2.994
Cl 0.907 4.764 -4.361
C -3.237 -3.924 -1.444
Si -3.648 -2.299 -0.679
C -4.812 -2.541 0.720
C -4.045 -0.981 -1.899
C -2.077 -1.665 0.103
C -1.120 -1.369 0.827
H -4.045 -4.224 -2.160
H -3.024 -4.612 -0.629
H -2.386 -3.772 -2.053
H -5.795 -2.965 0.443
H -5.010 -1.642 1.240
H -4.373 -3.273 1.355
H -4.959 -1.131 -2.479
H -3.159 -1.006 -2.548
H -4.077 0.005 -1.495
```

Relative energy (zero: lowest compared OMol25 entry of this formula, charge and spin): 14.6 kcal per mole
Frontier orbital gap: 8.301 eV
Total charge: +1
HOMO level: -0.42456 Ha

***

DFT (ωB97M-V/def2-TZVPD) results for C23H26ClN3O3 in the gas phase.

Structure (XYZ):
```
56
Properties=species:S:1:pos:R:3
C 2.351 3.886 -0.852
C 2.151 3.239 0.513
N 2.901 2.003 0.627
C 4.337 2.192 0.746
C 5.091 1.682 -0.483
C 2.352 1.031 1.541
C 2.666 -0.398 1.082
C 2.157 -0.655 -0.338
N 0.737 -0.444 -0.476
C 0.209 0.507 -1.285
O 0.828 1.198 -2.060
C -1.300 0.521 -1.036
O -2.075 1.294 -1.555
C -1.554 -0.525 -0.060
C -2.715 -0.825 0.582
O -2.799 -1.749 1.543
C -3.992 -0.133 0.335
C -4.490 0.046 -0.953
C -5.705 0.673 -1.147
C -6.427 1.123 -0.052
Cl -7.940 1.914 -0.295
C -5.954 0.934 1.238
C -4.743 0.298 1.426
C -0.233 -1.198 0.271
C -0.293 -2.658 -0.124
C 0.116 -3.122 -1.367
C -0.004 -4.475 -1.635
C -0.535 -5.312 -0.665
C -0.944 -4.749 0.532
N -0.822 -3.458 0.798
H 2.061 3.181 -1.626
H 3.386 4.181 -1.003
H 1.724 4.771 -0.932
H 2.420 3.955 1.313
H 1.090 3.004 0.622
H 4.559 3.258 0.875
H 4.714 1.675 1.638
H 5.017 0.601 -0.565
H 4.674 2.122 -1.384
H 6.143 1.952 -0.413
H 1.267 1.158 1.567
H 2.726 1.162 2.575
H 2.223 -1.109 1.784
H 3.744 -0.558 1.087
H 2.624 0.062 -1.017
H 2.415 -1.676 -0.640
H -2.002 -2.331 1.574
H -3.934 -0.314 -1.803
H -6.091 0.816 -2.144
H -6.530 1.281 2.081
H -4.365 0.142 2.424
H -0.025 -1.146 1.351
H 0.507 -2.437 -2.103
H 0.310 -4.871 -2.590
H -0.641 -6.371 -0.838
H -1.387 -5.344 1.318
```

SMILES: CCN(CC)CCCN1C(=O)C(=O)/C(=C(/O)c2ccc(Cl)cc2)[C@H]1c1ccccn1
Relative energy (zero: lowest compared OMol25 entry of this formula, charge and spin): 35.9 kcal per mole
Frontier orbital gap: 8.009 eV
HOMO level: -0.30318 Ha

***

DFT (ωB97M-V/def2-TZVPD) results for 2 unconnected molecules or ions with the total composition C23H26F3N2 in a non-equilibrium geometry.

Structure (XYZ):
```
54
Properties=species:S:1:pos:R:3
C -2.986 -0.590 2.429
C -2.165 0.685 2.618
C -1.195 0.900 1.457
C 0.179 0.408 1.860
N 1.168 1.177 2.195
C 2.460 0.541 2.319
C 2.381 -0.878 2.879
C 1.421 -1.683 2.056
N 0.191 -0.952 1.883
C -0.945 -1.783 1.462
C -2.121 -1.843 2.434
H -3.730 -0.680 3.226
H -3.527 -0.534 1.473
H -2.841 1.553 2.678
H -1.629 0.636 3.586
H -1.518 0.317 0.577
H -1.145 1.952 1.147
H 2.903 0.440 1.293
H 3.127 1.168 2.928
H 3.368 -1.352 2.805
H 2.057 -0.831 3.925
H 1.856 -1.947 1.075
H 1.186 -2.617 2.562
H -1.258 -1.474 0.455
H -0.510 -2.789 1.384
H -1.753 -2.072 3.446
H -2.725 -2.703 2.128
F 7.456 4.301 0.637
C 6.875 4.875 1.739
F 7.579 4.422 2.829
F 7.120 6.226 1.650
C 5.400 4.556 1.834
C 4.747 4.667 3.061
C 3.427 4.249 3.186
C 2.715 3.688 2.083
C 1.319 3.232 2.199
C 0.291 3.875 1.415
C -1.039 4.034 1.957
C -2.131 4.326 1.141
C -1.945 4.619 -0.219
C -0.635 4.749 -0.699
C 0.465 4.484 0.124
C 3.381 3.696 0.832
C 4.704 4.125 0.708
H 5.289 5.036 3.926
H 2.907 4.390 4.139
H 1.008 2.892 3.190
H -1.193 3.926 3.036
H -3.147 4.275 1.545
H -2.804 4.753 -0.883
H -0.479 5.030 -1.745
H 1.458 4.787 -0.214
H 2.845 3.355 -0.060
H 5.211 4.070 -0.245
```

Frontier orbital gap: 7.937 eV
Total charge: +1
HOMO level: -0.45275 Ha

***

DFT (ωB97M-V/def2-TZVPD) results for C23H26FN3O6S in the gas phase in a non-equilibrium geometry.

Structure (XYZ):
```
60
Properties=species:S:1:pos:R:3
O 0.759 2.360 -2.084
C -0.285 1.874 -1.721
C -1.597 2.669 -1.823
O -2.716 2.012 -1.252
C -2.921 2.187 0.063
O -2.211 2.858 0.767
C -4.104 1.439 0.561
C -4.237 1.288 1.942
C -5.308 0.604 2.482
C -6.275 0.062 1.649
C -6.171 0.208 0.277
C -5.091 0.891 -0.256
F -5.028 1.017 -1.591
N -0.461 0.627 -1.226
C 0.496 -0.317 -0.852
C 1.859 -0.075 -0.914
C 2.735 -1.016 -0.409
S 4.490 -0.693 -0.516
O 4.898 -0.712 -1.890
O 5.164 -1.581 0.395
N 4.526 0.900 0.007
C 4.485 1.049 1.446
C 5.890 0.942 2.048
O 6.776 1.854 1.435
C 6.866 1.620 0.045
C 5.499 1.769 -0.625
C 2.283 -2.184 0.170
C 0.923 -2.445 0.204
C 0.013 -1.539 -0.332
N -1.375 -1.743 -0.329
C -2.026 -2.031 -1.605
C -3.487 -2.312 -1.223
C -3.456 -2.538 0.298
C -1.966 -2.676 0.611
H -1.834 2.826 -2.877
H -1.434 3.637 -1.337
H -3.475 1.723 2.570
H -5.392 0.493 3.552
H -7.115 -0.472 2.065
H -6.915 -0.198 -0.391
H -1.401 0.359 -0.955
H 2.237 0.845 -1.327
H 3.840 0.264 1.844
H 4.050 2.029 1.670
H 5.880 1.196 3.110
H 6.253 -0.087 1.914
H 7.576 2.353 -0.340
H 7.244 0.603 -0.141
H 5.549 1.486 -1.675
H 5.139 2.799 -0.532
H 3.001 -2.878 0.576
H 0.571 -3.365 0.642
H -1.925 -1.201 -2.305
H -1.575 -2.920 -2.071
H -3.857 -3.190 -1.749
H -4.127 -1.472 -1.483
H -3.864 -1.673 0.822
H -4.018 -3.418 0.600
H -1.645 -3.713 0.433
H -1.712 -2.393 1.633
```

SMILES: O=C(COC(=O)c1ccccc1F)Nc1cc(S(=O)(=O)N2CCOCC2)ccc1N1CCCC1
Relative energy (zero: lowest compared OMol25 entry of this formula, charge and spin): 29.4 kcal per mole
Frontier orbital gap: 8.448 eV
HOMO level: -0.31335 Ha